21
Properties=species:S:1:pos:R:3:forces:R:3:lowdin_charge:R:1 method="wB97M-V/def2-TZVPD" lumo_energy_ha=0.027 de_lowest_kj_mol=132.5 spin_multiplicity=1 homo_energy_ev=-7.90 gap_ev=8.6 charge=0
C -1.7117 -1.6796 -1.0160 -1.641 0.584 -2.321 -0.083
N 2.6518 0.2556 -0.1060 2.727 -0.248 0.779 -0.268
C 0.5138 -0.9292 -0.0431 0.566 4.104 -0.635 -0.265
H -0.6773 -1.0217 2.1410 -0.078 -0.481 -0.059 0.097
H -1.6838 -1.5853 -2.1208 1.074 1.115 0.510 0.100
H 2.4912 3.1350 -0.1219 2.863 -0.662 0.311 0.040
C 1.4610 0.5892 -0.1704 -3.541 -3.416 0.034 -0.400
C 1.4801 3.1397 -0.2284 -3.178 -0.628 -2.233 -0.039
H 1.0663 3.6912 0.5644 -0.623 0.468 1.351 0.056
H -1.5781 -2.4715 1.3420 0.310 1.109 0.654 0.115
C -0.9918 -0.9166 0.0104 1.459 3.199 -0.231 -0.429
H 1.2557 3.7682 -1.1335 0.146 -0.898 0.502 0.096
C -1.3903 -1.3621 1.3848 1.342 -2.016 -0.242 -0.062
H -1.4079 -2.6511 -0.9151 0.339 -2.905 0.525 0.052
H -1.3246 0.1934 -0.0158 0.698 -1.467 -0.295 0.139
H -2.7831 -1.5891 -0.9070 -0.440 -0.259 0.739 0.086
S 2.8881 -1.3652 0.3187 -0.111 0.519 -0.714 0.877
H -0.1700 1.7107 -0.3519 1.012 0.346 0.000 0.115
H -2.2444 -0.8225 1.4963 -2.983 0.864 1.189 0.042
N 0.8546 1.7748 -0.3217 -0.446 1.434 -0.143 -0.005
N 1.3005 -1.8640 0.1941 0.505 -0.763 0.282 -0.262

---

21
Properties=species:S:1:pos:R:3:forces:R:3:lowdin_charge:R:1 method="wB97M-V/def2-TZVPD" lumo_energy_ha="-0.136 / -0.136" de_lowest_kj_mol=359.6 spin_multiplicity=1 homo_energy_ev="-13.61 / -13.61" gap_ev="9.9 / 9.9" charge=+1
H -0.8316 -2.2729 0.2051 0.238 -0.316 -0.131 0.187
H -1.0241 0.6772 3.8892 0.345 0.642 -2.441 0.146
N 0.7052 -1.5614 -0.8669 1.446 -2.171 0.255 0.094
C -0.4748 0.2595 1.6736 -2.024 0.924 -0.419 -0.366
H 2.7304 -0.5543 -2.7800 -1.308 0.467 0.560 0.090
N -0.3133 -1.4326 -0.0354 -3.091 2.260 3.758 0.032
H -2.2762 -0.3926 -0.9459 1.638 -1.022 0.139 0.182
H 0.6049 0.9388 3.3783 -1.142 0.520 -0.806 0.116
H -0.6201 2.0698 2.6691 -0.323 0.904 0.338 0.068
H 1.3773 -2.2688 -0.6148 0.341 0.154 -0.429 0.189
H 1.5653 -1.2748 -3.7686 -0.829 1.131 1.689 0.117
H 1.5383 0.5469 -3.6423 -0.409 -1.947 2.183 0.137
N 0.0859 -0.8435 1.5965 0.595 -2.030 -1.985 0.259
C -0.4445 1.0572 2.9383 1.800 -1.591 2.683 -0.016
C -1.1994 -0.2372 -0.6011 0.637 0.605 -1.621 -0.197
C -1.3280 0.7877 0.4900 -0.446 -1.377 2.635 -0.053
H -2.3775 0.8647 0.8909 0.929 0.024 -0.466 0.154
C 0.7053 -0.5703 -1.7717 -1.418 2.846 -2.862 -0.367
N -0.3352 0.2026 -1.6928 0.120 -0.740 0.447 0.137
H -0.9815 1.7590 0.2568 0.302 0.988 -0.664 0.118
C 1.6140 -0.4285 -2.9625 2.599 -0.273 -2.863 -0.026

---

22
Properties=species:S:1:pos:R:3:forces:R:3:lowdin_charge:R:1 method="wB97M-V/def2-TZVPD" lumo_energy_ha=-0.341 de_lowest_kj_mol=577.8 spin_multiplicity=1 homo_energy_ev=-17.41 gap_ev=8.1 charge=+2
H -0.9583 -0.6089 2.3383 0.118 0.168 0.706 0.099
H -2.3038 0.4322 2.0566 -0.940 2.041 -0.292 0.083
H 1.5705 0.0998 1.3073 2.302 -1.377 2.737 0.100
C 1.0348 0.4045 0.5260 -2.164 1.367 -1.653 0.080
C -1.2695 -1.1284 -1.7351 1.275 0.853 -1.916 -0.037
H -1.6731 -1.4240 -2.6647 0.280 -0.453 -1.112 0.135
H 2.0834 0.6537 -1.4554 -1.834 0.348 -1.951 0.068
H -1.1697 2.6766 -0.3132 -1.595 0.298 -0.767 0.130
N -1.3475 -0.6419 0.3890 -1.335 0.420 -1.283 0.010
H 2.8473 -1.5324 -1.7329 0.768 2.051 1.812 0.256
H -2.5297 -1.3673 2.0419 1.144 1.915 -0.790 0.165
H 4.0328 -0.8550 -0.4674 1.263 -1.439 0.522 0.153
N -0.1717 -0.4455 -1.5432 0.076 -0.587 -1.447 0.187
C -2.0012 -1.2427 -0.5908 -2.130 -0.291 3.665 0.049
N 2.8599 0.4192 -0.9166 1.156 -0.112 1.028 0.203
H -3.0118 -1.7032 -0.4360 1.206 0.426 -0.156 0.189
C -1.8529 -0.4490 1.7568 0.794 -4.735 0.635 0.051
H 0.3277 3.2933 -0.0125 2.009 2.682 0.235 0.114
N 3.2241 -0.7447 -1.0306 -0.733 -1.051 -2.191 0.169
C 0.1975 1.3508 0.2314 -0.140 0.033 -0.729 -0.124
N -0.2741 2.5599 0.0518 -0.473 -2.742 0.584 0.280
C -0.1530 -0.0786 -0.2447 -1.048 0.185 2.365 -0.361

---

23
Properties=species:S:1:pos:R:3:forces:R:3:lowdin_charge:R:1 method="wB97M-V/def2-TZVPD" lumo_energy_ha="-0.335 / -0.336" de_lowest_kj_mol=522.7 spin_multiplicity=1 homo_energy_ev="-15.42 / -15.42" gap_ev="6.3 / 6.3" charge=+2
H -1.5452 -1.6345 -1.0541 -1.044 0.226 -0.599 0.194
N -1.7602 -1.6236 -0.0638 2.136 -0.272 -0.426 0.085
C 0.1879 -0.1141 0.0539 -0.621 -0.994 1.085 -0.138
H -2.3163 1.4734 1.5412 0.004 -1.841 -0.651 0.171
H -3.3284 -0.3181 -0.3655 -0.130 0.963 -0.476 0.148
H 2.0680 -1.0526 -0.4655 -1.174 1.047 -0.199 0.164
C 3.4163 0.9302 -1.2595 1.977 -2.603 0.851 -0.230
N 2.1969 0.9866 -0.7898 -2.700 2.686 0.005 0.047
H 3.8965 -0.1072 -1.1524 0.181 1.490 -0.833 0.185
H -0.0321 2.6237 -0.2708 1.163 -0.883 -0.450 0.110
N -0.6701 2.1293 0.3333 -1.172 0.151 0.594 0.242
S 4.8443 3.2141 -1.9159 0.118 -0.130 -0.100 1.092
H -0.2669 -1.9113 1.3928 0.026 -0.060 2.051 0.133
C -0.3541 -1.5024 0.4406 0.140 2.438 -1.268 -0.054
N 4.1237 1.9425 -1.5951 -0.612 -0.215 0.131 -0.432
N -0.6684 0.8884 0.4877 1.249 1.144 -0.007 -0.140
C 1.4954 -0.0457 -0.4626 1.300 -1.783 0.416 -0.079
C -1.8493 0.4574 1.2900 -1.279 0.575 0.219 -0.022
H 0.1885 -2.0957 -0.1927 1.391 -2.070 -1.298 0.103
H -2.0781 -2.5351 0.1973 -0.604 -0.882 -0.007 0.187
C -2.6571 -0.5789 0.4227 0.588 1.233 0.828 -0.048
H -1.6836 -0.0426 2.2930 0.785 0.584 -1.311 0.166
H -3.2077 -1.0840 1.1352 -1.721 -0.803 1.443 0.115

---

19
Properties=species:S:1:pos:R:3:forces:R:3:lowdin_charge:R:1 method="wB97M-V/def2-TZVPD" lumo_energy_ha=0.025 de_lowest_kj_mol=326.6 spin_multiplicity=1 homo_energy_ev=-8.69 gap_ev=9.4 charge=0
C 0.0919 0.6540 1.4804 1.861 -0.821 0.089 -0.260
C -0.5665 -0.3218 -0.6692 -4.633 -2.453 1.370 -0.323
C 1.5057 -0.5346 -0.4466 -0.363 -1.263 0.072 -0.035
H 2.2857 0.2254 -0.4475 0.349 -0.333 0.419 0.122
H -0.9646 2.1470 0.4144 1.842 0.882 1.144 0.096
H -0.4834 -2.5251 -0.3870 -1.275 0.768 -0.078 0.085
N 0.2958 -0.3843 0.4927 1.138 0.189 -0.843 -0.156
O 0.7664 0.0019 -2.7897 -0.892 -1.045 3.650 0.066
H 0.3281 2.8003 1.7445 -0.508 -0.139 -1.150 0.082
H -2.0612 -1.7195 0.3511 1.612 -0.121 -1.888 0.110
C -1.3037 -1.7580 -0.5482 0.090 0.496 -0.569 -0.033
H 0.8993 0.3708 2.1684 0.051 1.060 0.337 0.114
C 0.0916 2.0966 0.9097 -1.987 -1.377 0.327 -0.067
H -1.7955 -1.9108 -1.5363 -0.121 -0.413 0.865 0.072
H 0.7871 2.1066 0.0753 0.352 0.475 0.188 0.058
H -0.7965 0.3316 2.0233 -0.356 0.568 -0.075 0.110
H -1.4776 0.3501 -0.6772 1.519 0.022 -0.268 0.158
H 1.8350 -1.6471 -0.5703 -0.009 2.020 0.831 0.155
C 0.5622 -0.2832 -1.5881 1.328 1.484 -4.421 -0.354

---

19
Properties=species:S:1:pos:R:3:forces:R:3:lowdin_charge:R:1 method="wB97M-V/def2-TZVPD" lumo_energy_ha=0.035 de_lowest_kj_mol=150.0 spin_multiplicity=1 homo_energy_ev=-9.72 gap_ev=10.7 charge=0
H -1.1021 2.4832 1.4359 0.086 -0.119 -0.155 0.086
C -1.2779 1.6585 0.7363 -0.279 -0.118 0.021 -0.044
C 1.1130 0.8082 1.0777 0.899 -0.715 -0.018 -0.133
H 0.9939 1.1366 2.1075 -0.105 0.017 -0.081 0.105
H -1.4289 -2.2203 -2.2145 0.133 -0.043 0.006 0.085
H 0.1198 -2.8883 -1.6280 -0.267 0.124 0.009 0.085
H -1.9683 2.0095 -0.0387 0.199 -0.028 0.091 0.088
H -1.7969 0.8644 1.2782 0.123 0.071 0.003 0.072
C -0.5066 -1.1117 -0.6492 -0.474 -0.393 2.122 -0.503
H 0.1170 -1.4539 -2.6699 -0.187 -0.039 0.118 0.081
O -0.1913 0.1759 -0.9068 0.479 0.794 -0.634 -0.037
C -0.4230 -1.9695 -1.8708 0.245 0.023 -0.291 -0.014
H 2.3962 -0.2192 -0.2649 -0.087 -0.038 0.121 0.070
C 0.0305 1.1945 0.0993 -0.244 -0.114 0.173 -0.357
C 2.2138 0.1130 0.7537 -0.769 0.531 0.146 0.033
H 2.9611 -0.1382 1.4993 -0.107 0.082 -0.078 0.059
N -0.8473 -1.6054 0.4895 0.462 0.435 -1.264 0.153
H 0.4185 2.0599 -0.4536 -0.107 -0.360 -0.258 0.149
H -0.8214 -0.8971 1.2189 0.003 -0.108 -0.031 0.025

---

19
Properties=species:S:1:pos:R:3:forces:R:3:lowdin_charge:R:1 method="wB97M-V/def2-TZVPD" lumo_energy_ha="-0.031 / -0.011" de_lowest_kj_mol=631.9 spin_multiplicity=1 homo_energy_ev="-7.75 / -8.21" gap_ev="6.9 / 7.9" charge=0
H -0.1181 -0.9057 1.4114 0.061 0.031 0.011 0.114
H 1.5520 -1.8383 -0.0127 -0.020 0.048 0.013 0.082
H -0.4944 1.0717 2.7074 -0.141 -0.063 -0.046 0.050
H 2.3876 -0.3552 0.5131 -0.064 -0.014 -0.045 0.089
C 1.8046 -0.8136 -0.2912 -0.097 0.052 -0.141 -0.032
C -0.2990 0.0171 0.8618 0.374 -0.568 -0.690 -0.222
H -0.8354 2.0630 1.1824 0.139 0.035 0.000 0.057
C 0.5350 -0.0026 -0.5534 -0.128 0.410 0.815 -0.628
H 1.3571 1.3869 -1.9702 -0.002 -0.015 0.038 0.083
H -2.7244 -1.7189 0.9284 -0.003 0.144 -0.058 0.088
H 1.4541 1.9581 -0.2880 -0.049 -0.034 -0.016 0.084
H 2.4205 -0.8494 -1.1923 -0.014 0.017 0.034 0.083
O -0.2934 -0.6414 -1.4456 -0.390 -0.275 -0.143 -0.065
C -0.5596 1.1158 1.6280 -0.059 0.195 0.046 0.023
N -1.6485 -0.4629 -0.2876 0.122 0.113 0.183 0.063
H -0.0978 1.9683 -1.1634 0.023 -0.009 0.045 0.083
H -2.8531 -1.9688 -0.9346 0.341 -0.205 0.060 0.090
C -2.4223 -1.4461 -0.0818 -0.074 0.266 -0.110 -0.001
C 0.8350 1.4222 -1.0116 -0.018 -0.126 0.003 -0.041

---

19
Properties=species:S:1:pos:R:3:forces:R:3:lowdin_charge:R:1 method="wB97M-V/def2-TZVPD" lumo_energy_ha=0.037 de_lowest_kj_mol=467.2 spin_multiplicity=1 homo_energy_ev=-8.30 gap_ev=9.3 charge=0
H 0.0701 1.1865 -0.8309 -2.023 -0.098 -1.513 0.090
C -0.8807 1.0669 -1.5609 6.162 -2.433 0.650 -0.048
H 0.1049 0.5237 1.6090 0.673 -0.139 0.011 0.120
N 1.1138 0.3070 1.6413 -0.760 -0.240 -1.741 -0.041
H 1.6901 -1.1178 3.1585 -0.794 -2.149 0.788 0.087
H -1.2410 2.0044 -1.7259 -1.195 2.579 -0.756 0.050
H 2.0574 0.5330 3.3753 0.364 1.616 2.428 0.079
H -0.4138 0.5524 -2.5078 -1.037 1.447 1.683 0.118
H -1.9256 -0.6334 -2.9905 -1.633 -0.386 1.847 0.100
C -1.8160 0.1611 -0.9398 -2.666 -1.738 0.111 -0.518
H 3.8085 0.6117 1.7931 0.226 0.050 0.417 0.095
C 3.0671 -0.1693 1.6626 -1.591 2.624 -0.186 -0.167
O -2.1206 0.0817 0.2382 0.725 0.359 -0.514 0.046
C 2.0101 0.3915 0.6397 -0.622 -0.455 1.390 -0.015
H 3.5347 -1.0306 1.4009 1.288 -2.653 -0.831 0.053
H -2.4939 -1.7286 -1.7080 0.380 -3.063 1.075 0.021
C -2.5090 -0.7508 -1.9741 -0.777 3.103 -2.855 -0.031
H -3.6584 -0.5674 -2.1288 2.223 0.249 0.313 0.122
C 1.9303 -0.2278 2.7045 1.056 1.326 -2.318 -0.160

---

Copy entry 6 word for word.
19
Properties=species:S:1:pos:R:3:forces:R:3:lowdin_charge:R:1 method="wB97M-V/def2-TZVPD" lumo_energy_ha=0.035 de_lowest_kj_mol=150.0 spin_multiplicity=1 homo_energy_ev=-9.72 gap_ev=10.7 charge=0
H -1.1021 2.4832 1.4359 0.086 -0.119 -0.155 0.086
C -1.2779 1.6585 0.7363 -0.279 -0.118 0.021 -0.044
C 1.1130 0.8082 1.0777 0.899 -0.715 -0.018 -0.133
H 0.9939 1.1366 2.1075 -0.105 0.017 -0.081 0.105
H -1.4289 -2.2203 -2.2145 0.133 -0.043 0.006 0.085
H 0.1198 -2.8883 -1.6280 -0.267 0.124 0.009 0.085
H -1.9683 2.0095 -0.0387 0.199 -0.028 0.091 0.088
H -1.7969 0.8644 1.2782 0.123 0.071 0.003 0.072
C -0.5066 -1.1117 -0.6492 -0.474 -0.393 2.122 -0.503
H 0.1170 -1.4539 -2.6699 -0.187 -0.039 0.118 0.081
O -0.1913 0.1759 -0.9068 0.479 0.794 -0.634 -0.037
C -0.4230 -1.9695 -1.8708 0.245 0.023 -0.291 -0.014
H 2.3962 -0.2192 -0.2649 -0.087 -0.038 0.121 0.070
C 0.0305 1.1945 0.0993 -0.244 -0.114 0.173 -0.357
C 2.2138 0.1130 0.7537 -0.769 0.531 0.146 0.033
H 2.9611 -0.1382 1.4993 -0.107 0.082 -0.078 0.059
N -0.8473 -1.6054 0.4895 0.462 0.435 -1.264 0.153
H 0.4185 2.0599 -0.4536 -0.107 -0.360 -0.258 0.149
H -0.8214 -0.8971 1.2189 0.003 -0.108 -0.031 0.025